i.
Here is 2 unconnected molecules or ions with the total composition C4H7BrO from the OMol25 dataset. Energies are from wB97M-V/def2-TZVPD.

* Kohn-Sham gap: 8.23 eV
* HOMO level: -8.5930 eV

The geometry in XYZ format:
```
13
Properties=species:S:1:pos:R:3:lowdin_charge:R:1
C -0.62 1.47 -0.52 -0.2041
C 0.06 1.41 0.69 -0.2524
C 2.14 -1.85 0.99 -0.2420
C 2.28 -0.98 -0.18 -0.5162
O -0.59 0.33 0.23 -0.0518
Br 3.63 0.36 -0.12 0.6091
H -1.61 1.91 -0.63 0.1097
H -0.01 1.59 -1.48 0.1387
H -0.41 1.90 1.54 0.1129
H 1.09 -1.67 1.35 0.1098
H 2.90 -1.84 1.73 0.0507
H 2.16 -2.71 0.36 0.0660
H 1.19 1.26 0.74 0.0697
```

***

ii.
Here is C4H7BrO in the gas phase from the OMol25 dataset. Energies are from wB97M-V/def2-TZVPD.

* SMILES: Br[C@H]1CCCO1
* Kohn-Sham gap: 10.76 eV
* HOMO level: -9.8399 eV

The geometry in XYZ format:
```
13
Properties=species:S:1:pos:R:3:lowdin_charge:R:1
Br 1.37 2.26 0.85 0.6122
C 0.81 0.88 -0.51 -0.6798
C 0.97 -0.50 0.10 -0.2022
C -0.48 -0.96 0.36 -0.1416
C -1.34 0.24 -0.03 -0.1821
O -0.50 1.09 -0.82 -0.1570
H 1.43 1.05 -1.39 0.1005
H 1.43 -1.17 -0.62 0.1113
H 1.62 -0.48 0.97 0.0844
H -0.68 -1.39 1.33 0.1112
H -0.71 -1.75 -0.35 0.1063
H -1.77 0.80 0.79 0.1176
H -2.15 -0.07 -0.67 0.1190
```

***

Stability, descending: ii, i

***

i.
Here is C3H8O2SSi in the gas phase from the OMol25 dataset. Energies are from wB97M-V/def2-TZVPD.

* SMILES: C[SiH](C)C=S(=O)=O
* Kohn-Sham gap (spin up / spin down): 8.85 / 8.85 eV
* HOMO level (spin up / spin down): -9.6779 / -9.6776 eV

The geometry in XYZ format:
```
15
Properties=species:S:1:pos:R:3:lowdin_charge:R:1
C -0.18 -1.75 0.21 -0.1999
Si 0.03 0.10 0.63 0.5783
C -0.84 1.16 -0.68 -0.2424
C 1.97 0.61 0.92 -0.3159
S 3.10 0.22 -0.28 0.7400
O 4.33 1.00 -0.07 -0.3609
O 3.06 -1.02 -1.04 -0.3446
H -1.06 -1.71 -0.48 0.0302
H 0.59 -1.88 -0.55 0.0113
H -0.19 -2.56 0.96 0.0408
H -0.60 0.70 1.73 -0.0444
H -0.56 2.16 -0.73 -0.0207
H -0.75 0.62 -1.71 0.0685
H -1.92 1.15 -0.27 0.0535
H 2.28 1.60 1.19 0.0064
```

***

ii.
Here is a molecular structure, C3H8O2SSi from the OMol25 dataset. Energies are from wB97M-V/def2-TZVPD.

* Kohn-Sham gap (spin up / spin down): 8.99 / 8.99 eV
* HOMO level (spin up / spin down): -8.8904 / -8.8910 eV

The geometry in XYZ format:
```
15
Properties=species:S:1:pos:R:3:lowdin_charge:R:1
C -1.21 0.90 1.11 -0.3941
C 0.51 -0.58 -0.40 -0.6179
C 1.52 -1.56 0.04 -0.1458
O -2.19 -0.78 -0.80 -0.5374
O 0.94 0.68 -0.43 -0.2687
Si -0.21 1.86 -0.21 0.6110
S -1.22 -0.78 0.28 0.8307
H -0.92 0.87 2.14 0.0277
H -2.33 1.13 1.07 0.0684
H 0.19 -1.40 -2.10 0.2156
H 2.41 -1.35 -0.62 0.1027
H 1.05 -2.47 0.05 0.0361
H 2.07 -1.50 1.04 0.1084
H -1.23 1.96 -1.22 -0.0113
H 0.63 3.01 0.04 -0.0254
```

***

Stability, descending: i, ii

***

i.
Here is C6H8O2 in the gas phase from the OMol25 dataset. Energies are from wB97M-V/def2-TZVPD.

* SMILES: C1O[C@@H]2[C@@H]3OC[C@@H]1[C@H]23
* Kohn-Sham gap: 9.99 eV
* HOMO level: -9.1308 eV

The geometry in XYZ format:
```
16
Properties=species:S:1:pos:R:3:lowdin_charge:R:1
C -1.38 -1.02 -0.06 -0.1614
O -1.89 0.35 -0.50 -0.1123
C -0.72 1.24 -0.26 -0.1562
C 0.82 1.20 -0.22 -0.2760
O 1.78 0.33 -0.58 -0.0544
C 1.53 -0.94 -0.05 -0.1013
C 0.01 -0.76 0.08 -0.2122
C 0.06 0.65 0.86 -0.1015
H -1.68 -1.72 -0.84 0.1258
H -2.01 -1.29 0.86 0.1426
H -1.22 2.25 -0.11 0.1714
H 1.06 2.27 -0.13 0.1642
H 1.69 -1.72 -0.93 0.1718
H 2.09 -0.97 0.88 0.1277
H -0.17 -0.44 -0.92 0.1243
H 0.04 0.59 1.92 0.1475
```

***

ii.
Here is C6H8O2 in the gas phase from the OMol25 dataset. Energies are from wB97M-V/def2-TZVPD.

* SMILES: C=C1C(=O)OC1(C)C
* Kohn-Sham gap: 11.04 eV
* HOMO level: -10.4554 eV

The geometry in XYZ format:
```
16
Properties=species:S:1:pos:R:3:lowdin_charge:R:1
C 0.44 -2.09 0.04 0.1046
C 0.71 -0.81 -0.02 -0.1328
C 2.00 0.12 -0.03 -0.3751
O 3.15 0.00 0.10 0.1861
O 1.16 1.26 -0.04 0.0487
C -0.05 0.49 0.00 -0.5660
C -0.85 0.82 1.29 -0.0024
C -0.95 0.71 -1.25 -0.0086
H -0.53 -2.42 -0.03 0.0378
H 1.30 -2.86 -0.05 0.1124
H -1.26 1.83 0.92 0.1104
H -0.09 0.71 2.10 0.1025
H -1.62 0.00 1.38 0.0967
H -1.30 1.79 -1.30 0.1033
H -1.80 0.03 -1.03 0.0943
H -0.31 0.42 -2.08 0.0882
```

***

iii.
Here is a molecular structure, C6H8O2 from the OMol25 dataset. Energies are from wB97M-V/def2-TZVPD.

* Kohn-Sham gap: 9.41 eV
* HOMO level: -8.4410 eV

The geometry in XYZ format:
```
16
Properties=species:S:1:pos:R:3:lowdin_charge:R:1
C 2.09 0.96 -1.18 -0.0597
C 0.22 0.51 0.05 -0.3219
C -0.16 -0.61 -0.64 -0.0064
C -1.06 -1.28 0.40 -0.3711
C -1.93 -0.13 0.72 -0.0556
C -0.54 0.33 1.32 -0.1163
H 2.32 -0.15 -0.68 0.1580
H 1.48 0.90 -2.10 0.0849
H 3.06 1.52 -1.30 0.0947
H 0.06 -1.02 -1.73 0.1495
H -1.40 -2.19 0.10 0.1158
H -2.30 0.33 -0.38 0.1869
H -2.55 -0.27 1.59 0.1023
H -0.23 0.92 2.29 0.1886
O 1.25 1.36 -0.08 -0.0938
O -0.32 -1.17 1.61 -0.0559
```

***

Stability, descending: ii, iii, i

***

i.
Here is 2 unconnected molecules or ions with the total composition C6H8O2 from the OMol25 dataset. Energies are from wB97M-V/def2-TZVPD.

* SMILES: C=C1C=C1O.CC=O
* Kohn-Sham gap: 8.33 eV
* HOMO level: -7.6914 eV

The geometry in XYZ format:
```
16
Properties=species:S:1:pos:R:3:lowdin_charge:R:1
C -0.85 2.00 0.73 -0.0254
C 0.00 1.97 -0.28 -0.2593
C 0.58 2.49 -1.50 0.1129
C 1.08 1.36 -1.01 -0.2647
O 1.93 0.37 -1.11 0.1117
H -0.85 1.24 1.49 0.0280
H -1.57 2.79 0.84 0.0341
H 0.59 3.26 -2.23 0.0896
H 1.81 -0.28 -0.38 0.0803
C -0.87 -2.22 0.06 -0.0362
C 0.24 -2.14 1.06 -0.2818
O 1.25 -1.51 0.90 0.0348
H -1.57 -3.01 0.30 0.0746
H -0.46 -2.36 -0.93 0.0915
H -1.39 -1.26 0.07 0.0876
H 0.08 -2.70 2.00 0.1223
```

***

ii.
Here is C6H8O2 in the gas phase from the OMol25 dataset. Energies are from wB97M-V/def2-TZVPD.

* SMILES: C[C@H]1C(=O)[C@@]1(C)C=O
* Kohn-Sham gap: 9.70 eV
* HOMO level: -9.2663 eV

The geometry in XYZ format:
```
16
Properties=species:S:1:pos:R:3:lowdin_charge:R:1
C 0.78 -1.10 1.67 -0.0379
C -0.07 -0.03 1.07 -0.1541
C 0.45 1.20 0.45 -0.2851
O 1.13 2.16 0.43 0.1712
C -0.18 0.17 -0.54 -0.2399
C -1.49 0.80 -1.15 0.0030
C 0.60 -0.60 -1.52 -0.2188
O 0.35 -0.64 -2.71 0.0602
H 1.14 -0.73 2.65 0.0976
H 1.68 -1.38 1.14 0.0703
H 0.18 -1.98 1.81 0.0802
H -0.92 0.16 1.58 0.1055
H -1.83 1.43 -0.35 0.0772
H -2.16 0.05 -1.51 0.0769
H -1.22 1.42 -1.95 0.0704
H 1.55 -0.94 -1.08 0.1232
```

***

iii.
Here is C6H8O2 in the gas phase from the OMol25 dataset. Energies are from wB97M-V/def2-TZVPD.

* SMILES: C1=C[C@@H]2CCO[C@H]2O1
* Kohn-Sham gap: 9.64 eV
* HOMO level: -8.5798 eV

The geometry in XYZ format:
```
16
Properties=species:S:1:pos:R:3:lowdin_charge:R:1
C 2.35 -0.30 -0.14 -0.1274
C 1.67 0.82 -0.02 -0.0588
C 0.27 0.50 -0.25 -0.2228
C -1.17 0.94 0.19 -0.0591
C -1.96 -0.43 -0.25 -0.0759
O -0.89 -1.50 -0.06 -0.1059
C 0.28 -0.91 0.44 -0.3180
O 1.53 -1.40 -0.11 0.0008
H 3.40 -0.43 -0.15 0.1187
H 2.09 1.76 0.15 0.0914
H 0.25 0.17 -1.31 0.1613
H -1.29 1.09 1.20 0.0676
H -1.52 1.83 -0.32 0.0969
H -2.83 -0.89 0.39 0.1336
H -2.42 -0.42 -1.31 0.1213
H 0.26 -0.82 1.54 0.1761
```

***

iv.
Here is C6H8O2 in the gas phase from the OMol25 dataset. Energies are from wB97M-V/def2-TZVPD.

* SMILES: C[C@@]12O[C@H]3C[C@@H]1[C@@H]2O3
* Kohn-Sham gap: 9.87 eV
* HOMO level: -8.9160 eV

The geometry in XYZ format:
```
16
Properties=species:S:1:pos:R:3:lowdin_charge:R:1
C -2.34 -0.27 0.07 -0.0101
C -0.76 0.10 0.04 -0.2518
O -0.12 -1.29 -0.13 -0.0665
C 1.29 -1.07 -0.02 -0.2690
C 1.59 0.20 -0.77 -0.0824
C 0.35 1.06 -0.28 -0.1570
C 0.34 0.57 1.08 -0.2283
O 1.40 -0.36 1.26 -0.0459
H -3.10 0.61 0.03 0.0878
H -2.25 -0.84 1.05 0.0854
H -2.53 -1.01 -0.93 0.1413
H 2.06 -1.76 0.12 0.1495
H 2.52 0.73 -0.77 0.1000
H 1.62 0.05 -2.02 0.1678
H 0.14 2.13 -0.70 0.1788
H -0.21 1.17 1.96 0.2005
```

***

Stability, descending: ii, iii, i, iv

***

i.
Here is C6H8O2 in the gas phase from the OMol25 dataset. Energies are from wB97M-V/def2-TZVPD.

* SMILES: O[C@@]12C=CO[C@H]1CC2
* Kohn-Sham gap: 9.51 eV
* HOMO level: -8.6984 eV

The geometry in XYZ format:
```
16
Properties=species:S:1:pos:R:3:lowdin_charge:R:1
O 0.17 -0.68 1.39 -0.0183
C 0.00 -0.54 0.01 -0.5751
C -1.31 -0.92 -0.49 0.0567
C -2.16 0.13 -0.04 -0.0721
O -1.54 1.25 0.45 0.0317
C -0.22 0.85 -0.07 -0.2965
C 1.28 1.09 0.15 -0.0689
C 1.42 -0.39 -0.47 -0.0538
H 0.02 -1.66 1.69 0.1709
H -1.65 -1.73 -0.89 0.0343
H -3.24 0.00 0.26 0.1452
H -0.41 1.00 -1.09 0.1394
H 1.69 1.04 1.14 0.0763
H 2.20 1.92 -0.12 0.1653
H 1.42 -0.36 -1.69 0.1592
H 2.29 -1.00 -0.22 0.1058
```

***

ii.
Here is C6H8O2 in the gas phase from the OMol25 dataset. Energies are from wB97M-V/def2-TZVPD.

* SMILES: C=C1C[C@@H]1CC(=O)O
* Kohn-Sham gap: 9.89 eV
* HOMO level: -9.1621 eV

The geometry in XYZ format:
```
16
Properties=species:S:1:pos:R:3:lowdin_charge:R:1
C 1.68 1.69 -0.08 0.0548
C 1.29 0.31 -0.10 -0.3294
C 1.79 -1.05 -0.12 -0.0657
C 0.40 -0.68 0.59 -0.1837
C -1.00 -0.89 -0.09 -0.0622
C -1.88 0.29 0.00 -0.3845
O -1.64 1.52 0.13 0.0609
O -3.26 -0.24 -0.08 -0.0232
H 1.18 2.66 0.42 0.1033
H 2.58 1.74 -0.77 0.0541
H 1.61 -1.71 -1.05 0.1238
H 2.75 -1.00 0.58 0.1565
H 0.50 -0.66 1.59 0.0865
H -1.52 -1.72 0.25 0.0905
H -0.75 -0.98 -1.18 0.1571
H -3.73 0.71 -0.08 0.1612
```

***

iii.
Here is C6H8O2 in the gas phase from the OMol25 dataset. Energies are from wB97M-V/def2-TZVPD.

* SMILES: C[C@]12C[C@@H]1OCC2=O
* Kohn-Sham gap: 9.62 eV
* HOMO level: -8.7633 eV

The geometry in XYZ format:
```
16
Properties=species:S:1:pos:R:3:lowdin_charge:R:1
C 0.71 -0.42 1.37 -0.0054
C 0.26 -0.52 -0.12 -0.4228
C 1.46 -0.54 -1.01 0.0839
C 0.34 0.61 -0.96 -0.2213
O -0.20 1.66 -0.11 -0.1055
C -1.52 1.08 0.11 -0.0603
C -1.29 -0.60 -0.13 -0.3114
O -2.13 -1.36 -0.36 0.1480
H 0.07 -0.24 2.20 0.0849
H 1.34 -1.23 1.53 0.0595
H 1.52 0.32 1.39 0.0935
H 2.41 -0.66 -0.41 0.1305
H 1.38 -0.94 -1.96 0.0740
H -0.31 0.35 -1.88 0.1780
H -1.90 1.12 1.15 0.1261
H -2.14 1.36 -0.83 0.1482
```

***

Stability, descending: ii, iii, i

***

i.
Here is a molecular structure, C6H8O2 from the OMol25 dataset. Energies are from wB97M-V/def2-TZVPD.

* Kohn-Sham gap: 9.48 eV
* HOMO level: -8.5577 eV

The geometry in XYZ format:
```
16
Properties=species:S:1:pos:R:3:lowdin_charge:R:1
C 1.35 -1.39 1.27 -0.1613
C 0.08 -0.57 1.45 -0.1305
C -0.14 -0.12 -0.09 -0.1914
C 1.07 -0.07 -0.61 -0.1262
C -1.30 0.35 -0.87 -0.2799
C -1.18 1.79 -1.25 -0.0977
H 1.81 -1.36 2.28 0.1150
H 1.00 -2.55 0.65 0.2165
H -0.90 -1.17 1.68 0.1366
H 0.14 0.37 2.15 0.1407
H 1.39 0.02 -1.56 0.1141
H -2.31 -0.10 -0.72 0.1513
H -1.97 2.70 -1.50 0.1557
H -0.07 2.03 -0.79 0.1466
O 2.03 -0.65 0.18 -0.1035
O -1.01 0.70 -2.27 -0.0861
```

***

ii.
Here is a molecular structure, C6H8O2 from the OMol25 dataset. Energies are from wB97M-V/def2-TZVPD.

* Kohn-Sham gap: 9.37 eV
* HOMO level: -9.1884 eV

The geometry in XYZ format:
```
16
Properties=species:S:1:pos:R:3:lowdin_charge:R:1
C 1.23 -0.30 -0.59 -0.2993
C 0.99 -0.03 0.93 -0.2498
C 0.49 1.23 -0.50 -0.0477
C -1.02 0.89 0.15 -0.1904
C -1.65 -0.48 -0.04 -0.0972
C -0.54 -0.19 1.00 -0.2389
H 1.44 -2.00 -1.87 0.2737
H 2.30 0.00 -0.92 0.1651
H 1.53 -0.51 1.61 0.1057
H 0.37 1.77 -1.40 0.1169
H -1.56 1.74 0.27 0.0908
H -2.56 -0.54 0.84 0.1466
H -1.99 -1.10 -1.24 0.1980
H -0.85 -0.47 2.07 0.1542
O 0.68 -1.38 -1.16 -0.0898
O 1.13 1.38 0.84 -0.0378
```

***

Stability, descending: i, ii